Entry 1:
# C5H17N2O

A 2-piece molecular cluster, C5H17N2O overall (ωB97M-V/def2-TZVPD, the Open Molecules 2025 dataset).

Charge: +2
HOMO energy (alpha / beta) in Eh: -0.7012 / -0.7019
Total energy in eV: -10469.2007
⟨S²⟩: 0.754
2S+1: 2
Gap between HOMO and LUMO (alpha / beta) in eV: 12.23 / 7.50
ΔE to the lowest compared entry with this formula, charge and spin in kcal/mol: 37.1
Lowest unoccupied orbital energy (alpha / beta) in eV: -6.852 / -11.600

XYZ file:
```
25
Properties=species:S:1:pos:R:3:forces:R:3:mulliken_spin:R:1
N 1.277528 -1.383079 1.411886 -0.49 -0.38 -0.66 0.00
C 0.536565 -0.692243 0.295997 -0.86 1.02 -0.24 0.08
C -0.963189 -0.708097 0.576654 -0.95 0.27 0.13 -0.01
C -1.391242 -0.376719 2.024565 0.40 0.87 -1.05 0.00
C -1.695752 0.107292 -0.514116 -0.74 0.24 -0.08 0.00
C 1.064917 0.783260 0.134490 0.59 -0.78 0.03 0.00
N 1.757783 0.942098 -1.114778 1.35 1.72 2.11 0.89
H 1.008330 -0.951143 2.302955 0.39 0.24 0.05 0.00
H 2.288303 -1.424449 1.260699 0.01 0.02 0.35 0.00
H 0.923306 -2.339865 1.494625 0.15 -0.26 -0.12 0.00
H 0.611962 -1.169209 -0.677598 0.78 -0.60 0.28 0.01
H -1.322215 -1.722710 0.372054 0.36 -0.12 0.26 0.01
H -2.411430 -0.033504 1.998177 -0.67 -0.53 0.03 0.00
H -0.943090 0.561747 2.388165 0.57 -0.53 0.35 0.00
H -1.307725 -1.262488 2.646378 0.09 0.30 0.53 0.00
H -2.534773 0.697641 -0.149950 -0.08 -0.22 0.55 0.00
H -2.156306 -0.620415 -1.167807 -0.02 0.10 -0.59 0.00
H -1.184793 0.870674 -1.110597 0.44 -0.52 0.04 0.00
H 1.740816 1.045285 0.947291 -0.12 0.16 0.05 0.00
H 0.180912 1.425744 0.084091 0.18 0.11 0.16 0.04
H 1.220311 1.268321 -1.936586 -0.73 -1.07 -0.75 0.00
H 2.703781 1.338958 -1.089196 0.16 -0.64 0.12 -0.04
H 0.555396 1.879676 -3.638931 -0.25 0.03 -0.20 0.00
H -0.246624 0.568698 -3.529913 0.18 0.14 0.26 0.00
O 0.287237 1.194533 -3.008549 -0.74 0.44 -1.58 0.00
```
Forces are in eV/Å.

Entry 2:
# C18H48BrN3O3

A 4-piece molecular cluster, C18H48BrN3O3 overall (ωB97M-V/def2-TZVPD, the Open Molecules 2025 dataset).

Charge: +2
HOMO energy in Eh: -0.4361
Total energy in eV: -100082.9646
2S+1: 1
Gap between HOMO and LUMO in eV: 7.98
ΔE to the lowest compared entry with this formula, charge and spin in kcal/mol: 41.4
Lowest unoccupied orbital energy in eV: -3.891

XYZ file:
```
73
Properties=species:S:1:pos:R:3:forces:R:3:mulliken_charge:R:1
C 42.076371 5.658533 9.584087 0.17 -0.76 -1.70 -1.20
C 40.971646 6.606855 9.992207 0.32 0.66 -0.62 -0.31
N 40.011085 7.069999 8.797989 -0.42 -1.09 -0.20 -0.01
C 40.748945 7.882693 7.709078 -0.57 -0.53 0.74 -0.97
C 39.445980 5.797990 8.019068 -0.37 0.10 1.84 -0.54
C 38.673964 4.775385 8.935418 1.09 0.02 -0.54 -1.21
C 38.883970 7.911371 9.478080 0.60 -0.96 0.07 -0.75
C 37.837196 8.644858 8.678914 -0.19 -0.35 -1.04 -0.69
O 37.143620 7.807206 7.755299 1.82 -1.45 0.79 -0.26
C 36.325644 8.487574 6.878144 -1.60 2.16 -0.09 -0.70
H 41.670319 4.698636 9.264997 -0.23 -0.07 0.09 0.27
H 42.880817 5.363029 10.257608 -0.48 0.68 0.77 0.41
H 42.622724 6.004055 8.706469 -0.01 0.30 -0.06 0.30
H 41.378484 7.561659 10.325259 -0.02 -0.06 0.18 0.48
H 40.420288 6.141623 10.809313 -0.61 0.35 -0.35 0.37
H 41.568684 7.319469 7.263097 -0.16 -0.27 0.34 0.42
H 41.165649 8.808203 8.106434 -0.36 -0.01 0.11 0.35
H 39.999908 8.029109 6.930866 0.12 0.39 0.12 0.41
H 40.349080 5.355989 7.598190 -0.16 -0.18 0.13 0.63
H 38.804168 6.105585 7.193491 0.09 0.52 0.37 0.49
H 38.254857 4.046752 8.241473 -0.16 0.03 0.05 0.41
H 37.886179 5.092226 9.618876 -0.07 0.66 -0.54 0.29
H 39.349426 4.206305 9.574172 0.29 0.05 -0.11 0.33
H 39.418977 8.605730 10.125952 -0.07 0.22 -0.17 0.40
H 38.302299 7.280226 10.149950 0.58 -0.62 -0.10 0.43
H 38.256233 9.500130 8.148804 -0.12 0.25 0.03 0.46
H 37.148372 8.945161 9.468495 -0.16 0.65 -0.08 0.35
H 35.992715 7.997583 5.963171 0.71 -0.74 0.24 0.29
H 36.773630 9.443751 6.607737 0.23 0.10 -0.36 0.32
H 35.406682 8.787471 7.381803 -0.25 0.00 0.11 0.21
C 31.328446 11.972007 2.010573 -0.64 -0.01 0.95 -0.73
N 30.067572 11.924181 2.952519 -1.35 0.45 -2.87 -0.02
C 29.292940 13.224288 2.596835 0.98 0.35 1.52 -0.99
C 29.102944 10.836281 2.402332 1.95 0.12 1.52 -0.91
C 30.258649 11.718959 4.454188 0.63 2.29 -0.10 -0.60
C 31.333204 12.738686 5.133269 -0.78 -2.03 -1.32 0.17
O 32.622333 12.266699 4.869299 -0.73 0.68 -0.43 -0.38
H 31.678106 10.960049 1.806148 0.05 0.11 0.39 0.35
H 32.091669 12.601661 2.467879 -0.07 -0.30 0.13 0.35
H 31.025792 12.427191 1.067554 -0.20 -0.13 0.17 0.35
H 29.158939 13.381374 1.526574 0.43 -0.42 0.11 0.43
H 29.907169 14.008052 3.040179 -0.20 0.29 -0.37 0.42
H 28.303651 13.289988 3.049700 0.12 -0.55 0.26 0.38
H 28.361331 10.732878 3.194437 -0.43 0.02 -0.60 0.36
H 29.738101 9.950791 2.426427 -0.45 -0.29 -0.45 0.41
H 28.762877 11.120288 1.406440 -0.08 -0.19 0.31 0.38
H 30.498965 10.677649 4.668707 0.27 0.12 -0.24 0.38
H 29.278291 11.961167 4.864483 -0.15 -0.14 0.01 0.38
H 31.100959 12.668757 6.195946 0.03 0.32 0.15 -0.29
H 31.230474 13.759983 4.766532 -0.23 -0.03 0.04 0.36
H 32.806647 11.740767 5.650982 1.11 -0.69 0.82 0.09
C 29.218901 10.502716 7.810104 0.20 0.42 1.12 -0.92
N 29.260841 11.142994 9.199391 2.02 1.58 0.89 0.11
C 29.992535 10.195045 10.213682 -0.64 0.38 -1.46 -0.84
C 30.148134 12.488779 9.153216 -1.12 -1.13 -0.68 -0.65
C 27.860299 11.489798 9.720838 0.82 -0.41 -0.45 -0.54
C 27.776848 12.125002 11.119093 0.28 -0.96 -0.20 -0.50
O 26.423666 12.498312 11.260835 0.57 0.19 -0.03 -0.49
H 28.796693 11.190642 7.077574 -0.05 0.18 0.31 0.32
H 28.602822 9.604172 7.844082 0.15 0.00 0.12 0.40
H 30.262384 10.295786 7.572539 -0.02 -0.17 -0.14 0.34
H 30.831170 9.766122 9.665210 -0.08 -0.12 0.03 0.36
H 29.243024 9.458219 10.502499 0.32 -0.08 0.15 0.37
H 30.413296 10.744957 11.055507 -0.47 0.12 -0.10 0.38
H 30.397696 12.731792 10.186054 -0.44 0.36 -0.32 0.41
H 29.539861 13.171602 8.560041 -0.25 0.41 0.76 0.38
H 31.077572 12.444340 8.585517 0.17 -1.17 0.12 0.01
H 27.375184 10.516875 9.642236 -0.48 0.19 0.41 0.44
H 27.387319 12.172439 9.014867 0.12 -0.02 -0.10 0.34
H 28.495121 12.933336 11.256208 -0.21 0.45 -0.36 0.34
H 28.042679 11.414930 11.902178 0.03 -0.40 -0.05 0.35
H 26.355906 12.785358 12.174399 -0.53 0.17 0.14 0.34
Br 33.423182 10.929181 7.787748 -0.66 0.01 -0.14 -0.78
```
Forces are in eV/Å.

Entry 3:
# C21H16Cl2N3O4S6Ti

C21H16Cl2N3O4S6Ti as an isolated structure (ωB97M-V/def2-TZVPD, the Open Molecules 2025 dataset).

Charge: -1
HOMO energy in Eh: -0.1388
Total energy in eV: -147874.6159
2S+1: 1
Gap between HOMO and LUMO in eV: 5.32
ΔE to the lowest compared entry with this formula, charge and spin in kcal/mol: 23.8
Lowest unoccupied orbital energy in eV: 1.542

XYZ file:
```
53
Properties=species:S:1:pos:R:3:forces:R:3:mulliken_charge:R:1
Ti -0.515104 -0.370558 0.002171 -0.43 1.57 -0.19 -0.33
O 0.857467 -1.561298 0.018674 0.60 -0.40 -0.26 -0.17
C 1.917562 -1.886488 -0.716649 -0.07 0.12 0.09 0.28
C 2.386101 -3.197638 -0.734033 0.10 -0.03 0.06 -0.63
C 3.512657 -3.520692 -1.466977 -0.03 -0.01 0.00 -0.54
C 4.188255 -2.544048 -2.192566 -0.02 0.03 0.02 -0.78
C 3.710596 -1.246317 -2.191895 0.03 -0.04 -0.03 -0.82
C 2.570957 -0.899761 -1.467841 -0.01 0.07 -0.08 0.43
C 2.022818 0.454182 -1.503353 0.04 -0.13 0.02 0.19
N 0.793815 0.820808 -1.153983 0.26 0.07 -0.27 0.60
C 0.698100 2.187218 -1.357248 -0.05 -0.03 0.02 -0.43
C 1.878752 2.639290 -1.835291 0.04 -0.01 0.01 -0.72
N 2.700595 1.532826 -1.930973 0.00 0.07 0.03 0.01
H 1.856607 -3.936473 -0.147280 0.00 0.00 0.00 0.50
H 3.866325 -4.543801 -1.478237 0.02 0.00 0.02 0.40
H 5.071488 -2.796548 -2.763164 0.00 0.00 -0.01 0.38
H 4.221865 -0.498136 -2.786472 -0.01 -0.01 -0.02 0.33
H -0.191086 2.738631 -1.096534 0.02 0.01 0.04 0.37
H 2.202117 3.634361 -2.080239 -0.01 0.00 0.00 0.55
H 3.666837 1.537793 -2.202472 0.00 -0.01 -0.01 0.23
Cl 1.544705 1.170360 1.827701 -0.22 -0.08 0.13 -0.21
C -0.173125 0.582801 1.843235 0.31 -0.17 0.07 -0.32
Cl -2.174935 0.975012 -0.727454 0.02 -0.03 -0.18 -0.43
H -0.811019 1.453840 1.969740 -0.01 0.02 -0.05 0.30
H -0.241641 -0.082886 2.700094 -0.06 -0.02 -0.01 0.51
C 1.872006 5.285871 1.067100 0.05 0.14 0.07 -0.56
S 1.159873 5.928617 -0.463576 -0.19 -0.20 0.01 -0.19
C -0.493099 6.328609 -0.009341 0.18 0.15 -0.10 -0.19
C -1.413429 5.559813 0.632158 -0.03 -0.22 0.04 0.16
S -1.331207 3.960983 1.246535 0.07 0.26 -0.14 -0.41
S -2.959666 6.393840 0.824119 -0.06 -0.07 0.07 -0.10
C -2.606910 7.878245 0.037458 -0.05 0.09 -0.02 0.09
S -3.688544 9.124408 -0.158690 0.02 -0.04 0.01 -0.33
S -0.989138 7.932491 -0.514596 0.08 0.03 0.04 -0.13
H 2.943626 5.202960 0.877482 -0.01 -0.04 0.04 0.32
H 1.444010 4.320417 1.322373 -0.03 -0.04 -0.04 0.04
H 1.704458 5.982943 1.886211 0.00 0.03 -0.02 0.33
O -1.530675 -2.011172 -1.241036 -0.04 -0.01 0.11 -0.55
C -1.929728 -2.416380 -0.144329 -0.43 -0.20 0.37 1.42
N -1.893922 -1.589667 0.932038 0.18 -0.97 0.42 0.00
S -1.920586 -2.461098 2.340892 -0.06 0.01 -0.07 1.02
O -2.858542 -1.920298 3.271587 -0.12 0.02 -0.05 -0.65
O -0.582206 -2.724009 2.788282 -0.01 0.04 0.04 -0.58
C -2.531735 -3.930578 1.556424 -0.07 -0.06 0.09 0.19
C -3.006022 -5.090362 2.132840 0.04 0.00 -0.03 -0.68
C -3.375708 -6.118768 1.273009 -0.01 -0.03 0.03 -0.44
C -3.262863 -5.981728 -0.108124 0.01 0.05 -0.02 -0.55
C -2.781681 -4.804873 -0.669180 0.01 -0.07 0.01 -0.55
C -2.424938 -3.782749 0.189751 -0.03 0.13 -0.22 -0.06
H -3.088798 -5.191707 3.206284 0.00 0.00 0.00 0.44
H -3.760345 -7.042750 1.685242 0.00 0.00 0.00 0.39
H -3.562489 -6.799381 -0.750314 0.00 -0.01 0.00 0.39
H -2.692449 -4.676154 -1.739554 -0.01 0.00 0.00 0.52
```
Forces are in eV/Å.

- Look up the ΔE to the lowest compared entry with this formula, charge and spin of the third one.
  23.8 kcal/mol

- Which value of 2S+1 does entry 3 give?
  1